[1]
{
  "formula": "C6H10O",
  "method": "ωB97M-V/def2-TZVPD",
  "e_homo_ha": -0.3060,
  "largest_force_ev_per_a": 0.5,
  "de_lowest_kj_mol": 359.3,
  "gap_ev": 8.9,
  "multiplicity": 1,
  "symbols": ["C", "C", "C", "C", "C", "C", "O", "H", "H", "H", "H", "H", "H", "H", "H", "H", "H"],
  "xyz": [[-2.063483, -0.212103, 0.110762], [-1.165193, 0.823927, -0.555178], [0.089767, 1.237894, 0.292644], [0.966928, 0.614415, -0.704589], [1.216479, -0.836663, -0.381346], [2.460397, -0.872151, 0.488059], [2.833321, 0.050955, 1.170808], [-2.470717, 0.157702, 1.057279], [-1.522262, -1.139714, 0.328252], [-2.898787, -0.470810, -0.548138], [-1.715450, 1.729026, -0.822631], [0.188616, 2.324205, 0.359417], [0.043265, 0.797212, 1.299009], [-0.815331, 0.437191, -1.534809], [1.394580, -1.455384, -1.268856], [0.449312, -1.348889, 0.230678], [3.008558, -1.836811, 0.478637]],
  "forces_ev_per_angstrom": [[-0.024, -0.039, 0.035], [-0.117, -0.034, -0.103], [0.151, 0.100, 0.040], [-0.170, -0.082, 0.241], [0.001, 0.030, -0.085], [0.145, 0.260, 0.264], [-0.111, -0.447, -0.300], [0.064, -0.015, -0.148], [-0.129, 0.167, -0.025], [0.093, 0.050, 0.105], [0.110, -0.106, 0.043], [-0.051, -0.205, -0.027], [-0.009, -0.023, -0.191], [-0.110, -0.001, 0.063], [0.050, 0.107, 0.127], [0.125, 0.126, -0.056], [-0.020, 0.111, 0.017]]
}

=====

[2]
{
  "formula": "C6H10O",
  "method": "ωB97M-V/def2-TZVPD",
  "e_homo_ha": -0.3548,
  "largest_force_ev_per_a": 2.0,
  "de_lowest_kj_mol": 65.8,
  "smiles": "O[C@@H]1C=CCCC1",
  "gap_ev": 10.6,
  "multiplicity": 1,
  "symbols": ["O", "C", "C", "C", "C", "C", "C", "H", "H", "H", "H", "H", "H", "H", "H", "H", "H"],
  "xyz": [[-2.061602, -0.713461, 0.648213], [-1.233453, -0.528542, -0.509308], [0.011825, -1.410997, -0.539892], [1.180152, -1.039008, 0.021673], [1.321711, 0.218511, 0.844493], [0.480495, 1.299919, 0.158239], [-0.868947, 0.979688, -0.542815], [-1.616350, -1.294528, 1.271792], [-1.873730, -0.761835, -1.383752], [-0.031272, -2.291219, -1.186238], [2.078488, -1.663983, -0.000109], [2.368863, 0.574938, 0.854044], [1.081360, 0.048017, 1.902101], [0.509266, 2.225394, 0.799539], [1.179879, 1.499820, -0.682498], [-1.702304, 1.513975, -0.069333], [-0.824382, 1.343310, -1.586151]],
  "forces_ev_per_angstrom": [[0.152, -0.397, 0.126], [0.159, 0.596, -0.220], [0.619, 0.523, -0.309], [-0.423, -0.513, 0.640], [-0.406, -0.283, -0.067], [1.278, 1.391, -0.641], [0.090, -0.177, 0.335], [0.049, -0.041, -0.065], [0.352, 0.051, 0.407], [0.019, 0.075, 0.417], [-0.454, -0.080, -0.355], [-0.422, -0.286, -0.063], [-0.245, -0.108, -0.174], [-0.489, -0.807, -0.718], [-0.522, 0.501, 0.303], [0.177, -0.180, -0.059], [0.067, -0.264, 0.443]]
}

=====

[3]
{
  "formula": "C6H10O",
  "method": "ωB97M-V/def2-TZVPD",
  "e_homo_ha": -0.3473,
  "largest_force_ev_per_a": 1.4,
  "de_lowest_kj_mol": 323.8,
  "smiles": "C[C@H]1C[C@H]2OC[C@@H]12",
  "gap_ev": 10.6,
  "multiplicity": 1,
  "symbols": ["C", "C", "C", "C", "O", "C", "C", "H", "H", "H", "H", "H", "H", "H", "H", "H", "H"],
  "xyz": [[-1.350209, 1.357718, 0.029430], [-0.926017, -0.159321, 0.226696], [-0.549599, -0.685733, -1.166526], [0.897942, -0.600300, -0.735582], [1.287164, 0.719157, -0.206502], [1.561150, 0.105866, 1.078835], [0.608839, -0.976717, 0.697479], [-1.293106, 2.017102, 0.899664], [-2.418997, 1.347047, -0.276091], [-0.823444, 1.865110, -0.792871], [-1.710410, -0.633182, 0.795658], [-0.881096, -1.725507, -1.260999], [-0.843983, -0.130382, -2.060282], [1.720706, -0.981263, -1.340882], [1.310105, 0.658564, 1.991247], [2.629382, -0.148099, 1.085458], [0.781573, -2.030059, 1.035267]],
  "forces_ev_per_angstrom": [[0.298, -0.326, 0.394], [-0.015, -0.556, 0.374], [0.013, 0.016, -0.201], [0.108, 0.021, -0.477], [0.748, 0.389, -0.501], [0.065, 0.314, 0.096], [-0.410, 0.667, -0.079], [0.130, -0.267, 0.110], [0.482, -0.289, 0.257], [0.099, -0.442, 0.428], [-0.470, -0.398, -0.299], [0.407, 0.006, -0.177], [-0.216, 0.103, 0.199], [-0.010, -0.270, 0.007], [0.045, 0.457, -0.417], [-0.129, -0.305, 0.244], [-1.143, 0.880, 0.042]]
}

=====

[4]
{
  "formula": "C6H10O",
  "method": "ωB97M-V/def2-TZVPD",
  "e_homo_ha": -0.3429,
  "largest_force_ev_per_a": 0.5,
  "de_lowest_kj_mol": 149.1,
  "smiles": "C=CC/C=C\\CO",
  "gap_ev": 10.4,
  "multiplicity": 1,
  "symbols": ["C", "C", "C", "C", "C", "C", "O", "H", "H", "H", "H", "H", "H", "H", "H", "H", "H"],
  "xyz": [[0.151509, -0.733923, -2.202064], [0.811994, -0.068599, -1.252960], [0.344726, 1.238253, -0.675545], [0.113670, 1.395513, 0.816904], [-0.286603, 0.506342, 1.725973], [-0.570449, -0.972679, 1.595147], [-0.023786, -1.658920, 0.503121], [0.517023, -1.677151, -2.600984], [-0.800610, -0.367737, -2.580614], [1.742428, -0.466349, -0.852404], [-0.583870, 1.527729, -1.186868], [1.093384, 1.983532, -0.967419], [0.223441, 2.429417, 1.156064], [-0.466697, 0.879680, 2.738326], [-0.141751, -1.471974, 2.469955], [-1.661759, -1.119215, 1.642574], [-0.462650, -1.423920, -0.329206]],
  "forces_ev_per_angstrom": [[0.160, 0.202, -0.091], [-0.025, 0.082, -0.320], [0.006, 0.077, -0.160], [-0.063, -0.150, 0.041], [0.096, 0.030, -0.193], [-0.111, 0.016, 0.375], [-0.181, -0.326, 0.069], [-0.008, 0.195, 0.030], [0.131, 0.007, -0.032], [-0.128, 0.058, -0.128], [0.120, 0.036, 0.019], [-0.080, 0.044, 0.042], [-0.018, -0.280, -0.050], [0.041, -0.077, -0.225], [-0.168, 0.109, 0.053], [0.113, 0.026, 0.103], [0.116, -0.050, 0.466]]
}

=====

[5]
{
  "formula": "C6H10O",
  "method": "ωB97M-V/def2-TZVPD",
  "e_homo_ha": -0.3453,
  "largest_force_ev_per_a": 0.4,
  "de_lowest_kj_mol": 128.2,
  "smiles": "C[C@H]1O[C@H]2CC[C@H]21",
  "gap_ev": 10.5,
  "multiplicity": 1,
  "symbols": ["C", "C", "O", "C", "C", "C", "C", "H", "H", "H", "H", "H", "H", "H", "H", "H", "H"],
  "xyz": [[1.946019, 0.857343, -0.225599], [1.177226, -0.401706, 0.101690], [0.530447, -0.367768, 1.393964], [-0.666626, -0.954399, 0.852522], [-1.776558, 0.077667, 0.623769], [-1.154969, 0.408227, -0.760982], [-0.146212, -0.753356, -0.587726], [1.300718, 1.741065, -0.232015], [2.731085, 1.014466, 0.521704], [2.425996, 0.757525, -1.205962], [1.862283, -1.261071, 0.055405], [-0.902146, -1.919356, 1.313725], [-1.810144, 0.885370, 1.359690], [-2.764921, -0.388854, 0.540821], [-1.840839, 0.272941, -1.601148], [-0.700434, 1.399944, -0.848463], [-0.133521, -1.525927, -1.357643]],
  "forces_ev_per_angstrom": [[-0.017, 0.020, 0.023], [0.242, 0.071, -0.246], [0.037, 0.042, 0.112], [-0.264, -0.178, 0.065], [-0.072, 0.037, 0.093], [-0.009, 0.115, -0.124], [0.069, -0.103, -0.174], [0.097, -0.137, 0.011], [-0.112, -0.023, -0.097], [-0.081, 0.029, 0.121], [-0.072, 0.051, 0.064], [0.023, 0.150, -0.064], [-0.012, -0.125, -0.075], [0.161, 0.103, 0.030], [0.101, 0.023, 0.120], [-0.109, -0.167, 0.020], [0.019, 0.091, 0.121]]
}

=====

[6]
{
  "formula": "C6H10O",
  "method": "ωB97M-V/def2-TZVPD",
  "e_homo_ha": -0.3368,
  "largest_force_ev_per_a": 0.4,
  "de_lowest_kj_mol": 183.9,
  "gap_ev": 10.3,
  "multiplicity": 1,
  "symbols": ["C", "C", "C", "O", "C", "C", "C", "H", "H", "H", "H", "H", "H", "H", "H", "H", "H"],
  "xyz": [[2.524003, 0.003400, 0.021910], [1.081267, 0.504577, -0.064985], [-0.026326, -0.312509, 0.599388], [-0.926968, 0.615675, 1.252323], [-2.034147, 0.068897, 0.559536], [-1.903256, 0.211236, -0.922197], [-1.195475, -0.911047, -0.200479], [2.778865, -0.786444, -0.695515], [2.753293, -0.358974, 1.030900], [3.191992, 0.850970, -0.169631], [0.814367, 0.723368, -1.107590], [1.022941, 1.455799, 0.474499], [0.373907, -1.016159, 1.343482], [-2.960937, -0.020521, 1.116056], [-2.771629, -0.105505, -1.493414], [-1.344549, 1.041541, -1.356650], [-1.377343, -1.964310, -0.387640]],
  "forces_ev_per_angstrom": [[0.042, -0.011, 0.059], [0.071, 0.046, -0.060], [0.404, -0.041, -0.129], [-0.207, 0.262, 0.225], [-0.396, -0.072, 0.129], [-0.057, 0.069, -0.087], [0.149, -0.218, -0.031], [-0.195, 0.106, 0.159], [-0.041, 0.006, -0.146], [-0.019, -0.224, -0.033], [0.049, -0.039, 0.194], [0.119, -0.020, -0.166], [-0.073, 0.113, -0.145], [0.061, -0.074, -0.200], [0.098, 0.056, 0.096], [-0.132, -0.189, 0.184], [0.126, 0.228, -0.050]]
}

=====

[7]
{
  "formula": "C6H10O",
  "method": "ωB97M-V/def2-TZVPD",
  "e_homo_ha": -0.3438,
  "largest_force_ev_per_a": 0.4,
  "de_lowest_kj_mol": 111.2,
  "smiles": "O=C1CC=CCC1.[H][H]",
  "gap_ev": 10.3,
  "multiplicity": 1,
  "symbols": ["O", "C", "C", "C", "C", "C", "C", "H", "H", "H", "H", "H", "H", "H", "H", "H", "H"],
  "xyz": [[-0.689487, 0.211889, 1.852582], [-0.555355, 0.342463, 0.654698], [0.098219, 1.554941, 0.036551], [1.481232, 1.089284, -0.376118], [1.748438, -0.202909, -0.568563], [0.718952, -1.307603, -0.456372], [-0.731226, -0.786270, -0.326451], [-0.466595, 1.912111, -0.834821], [0.140476, 2.348542, 0.784810], [2.260640, 1.844022, -0.468660], [2.768819, -0.512178, -0.789008], [0.933638, -1.901329, 0.442853], [0.795713, -1.979626, -1.315451], [-1.397138, -1.565251, 0.054577], [-1.122091, -0.427327, -1.287905], [-3.253167, -0.345277, 1.036495], [-2.731065, -0.275478, 1.560777]],
  "forces_ev_per_angstrom": [[0.019, 0.177, -0.385], [0.034, 0.006, 0.251], [-0.072, 0.094, 0.090], [0.060, -0.238, -0.075], [-0.059, 0.150, -0.031], [0.087, -0.096, -0.059], [0.044, -0.028, 0.060], [0.057, -0.005, 0.162], [0.098, -0.029, -0.095], [-0.108, -0.176, 0.009], [-0.163, 0.062, -0.060], [0.047, 0.022, -0.179], [0.064, 0.002, 0.075], [0.203, 0.162, 0.014], [0.214, -0.013, 0.188], [-0.223, -0.027, 0.058], [-0.304, -0.064, -0.024]]
}